The following is a quantum chemistry calculation of a molecular structure, C14H12FN5O4S2Ti, from the OMol25 dataset.

ORCA input file:
```
! wB97M-V def2-TZVPD RIJCOSX def2/J DEFGRID3
* xyz 2 1
C -0.127 -2.214 -1.825
H -0.894 1.370 4.418
H 6.051 1.910 -2.717
C -1.722 -3.983 -1.807
O -0.470 0.071 1.718
C -1.108 2.238 0.145
N -1.818 2.193 2.726
H 4.377 1.766 -3.315
N -0.380 2.946 1.015
S 2.368 0.659 0.728
C 5.118 1.356 -2.635
C -2.779 1.978 1.759
S 4.596 1.582 -0.924
H -2.185 -4.837 -2.282
C -2.498 2.088 0.450
O -0.521 1.551 -0.776
F -3.341 1.745 -0.507
H -2.887 -4.105 -0.001
C -1.621 1.076 3.662
C -1.504 -2.476 0.031
N -0.535 -1.798 -0.595
H -2.553 0.821 4.161
H -1.775 -2.139 1.023
C -2.116 -3.580 -0.547
C 1.021 -1.472 -2.347
H -0.353 -3.589 -3.440
O -1.281 -1.289 3.305
N 1.475 -0.556 -1.578
O 0.175 3.237 3.208
H -3.729 1.577 2.097
N 2.636 0.091 -1.915
C -0.701 -3.287 -2.461
H 0.609 3.078 0.810
C 3.141 0.698 -0.893
H 1.504 -1.722 -3.287
C -0.638 2.880 2.421
C -1.119 -0.180 2.930
Ti 0.294 0.015 0.084
H 5.291 0.302 -2.837
*
```

Results
Energy in eV: -77843.08106
Energy relative to the best compared isomer or geometry (same formula, charge and spin) in kJ/mol: 0.00